A 12-piece molecular cluster, C48H112N8O20 overall at a distorted geometry, computed with wB97M-V/def2-TZVPD.

CARTESIAN COORDINATES (ANGSTROEM)
C 0.57 7.00 -4.50
O 1.28 8.22 -4.25
C 2.44 8.38 -5.00
C 3.59 7.86 -4.16
O 4.85 8.20 -4.73
C 5.93 7.91 -3.80
C 7.28 8.09 -4.56
O 7.60 9.37 -5.04
C 8.72 9.41 -5.84
H -0.47 7.11 -4.17
H 0.96 6.08 -4.07
H 0.37 6.74 -5.54
H 2.45 9.43 -5.28
H 2.44 7.79 -5.91
H 3.58 6.77 -4.21
H 3.60 8.25 -3.14
H 5.83 6.99 -3.23
H 5.90 8.71 -3.06
H 7.21 7.41 -5.41
H 8.13 7.72 -3.98
H 8.74 10.31 -6.46
H 8.92 8.51 -6.43
H 9.69 9.46 -5.34
C 3.80 -10.35 -7.51
O 3.05 -11.24 -6.64
C 2.39 -12.36 -7.30
C 1.41 -13.27 -6.52
O 0.04 -12.74 -6.38
C -0.29 -11.59 -5.56
C -1.79 -11.34 -5.59
O -2.43 -11.79 -6.83
C -2.20 -11.26 -8.14
H 4.03 -9.53 -6.83
H 3.23 -9.95 -8.35
H 4.66 -10.95 -7.81
H 3.19 -13.04 -7.59
H 1.84 -11.87 -8.10
H 1.84 -13.40 -5.53
H 1.37 -14.26 -6.97
H 0.31 -10.73 -5.86
H 0.06 -11.78 -4.55
H -1.85 -10.28 -5.33
H -2.21 -11.94 -4.78
H -1.12 -11.17 -8.12
H -2.73 -10.33 -8.36
H -2.53 -12.12 -8.73
C 0.78 2.32 2.13
O 1.10 1.07 1.44
C 0.13 0.12 1.70
C 0.60 -1.33 1.18
O 1.72 -1.83 1.87
C 2.32 -3.07 1.56
C 1.39 -4.29 2.00
O 0.28 -4.71 1.22
C -0.15 -5.95 1.67
H 0.99 2.11 3.17
H -0.23 2.66 1.92
H 1.41 3.16 1.85
H -0.84 0.35 1.27
H -0.04 -0.10 2.76
H 0.95 -1.12 0.17
H -0.28 -1.97 1.23
H 3.34 -3.24 1.90
H 2.48 -3.02 0.49
H 0.93 -4.14 2.97
H 2.07 -5.13 2.19
H 0.64 -6.68 1.47
H -1.00 -6.26 1.06
H -0.44 -6.02 2.72
C -13.68 -1.70 -5.88
O -13.03 -0.80 -4.99
C -13.22 -1.00 -3.63
C -12.01 -0.42 -2.82
O -10.72 -1.19 -2.82
C -10.27 -1.69 -4.06
C -8.75 -1.81 -4.08
O -8.23 -3.04 -3.55
C -8.42 -3.15 -2.16
H -14.74 -1.69 -5.63
H -13.44 -2.76 -5.85
H -13.40 -1.32 -6.86
H -13.33 -2.02 -3.29
H -14.22 -0.69 -3.34
H -12.18 -0.19 -1.77
H -11.75 0.58 -3.17
H -10.63 -0.98 -4.81
H -10.80 -2.61 -4.30
H -8.23 -0.91 -3.74
H -8.36 -1.68 -5.09
H -7.77 -2.40 -1.69
H -7.95 -4.09 -1.87
H -9.48 -3.10 -1.91
C -3.85 -7.56 8.36
N -4.80 -6.73 7.64
C -4.28 -5.63 6.76
C -6.09 -6.90 7.81
O -6.98 -6.21 7.34
H -3.24 -8.24 7.77
H -4.34 -8.25 9.04
H -3.23 -6.90 8.96
H -4.90 -5.27 5.94
H -3.86 -4.81 7.34
H -3.35 -6.08 6.43
H -6.39 -7.74 8.46
C 5.92 1.93 6.38
N 6.69 2.07 7.62
C 8.19 1.94 7.57
C 6.16 2.44 8.85
O 6.88 2.58 9.79
H 6.14 0.91 6.07
H 6.09 2.70 5.62
H 4.85 1.94 6.56
H 8.55 0.92 7.44
H 8.61 2.68 6.89
H 8.68 2.23 8.49
H 5.06 2.46 8.83
C 3.11 -6.36 9.00
N 2.70 -5.05 9.41
C 2.89 -3.89 8.52
C 2.16 -4.74 10.62
O 1.81 -3.57 11.00
H 4.19 -6.36 9.13
H 2.78 -6.59 7.98
H 2.78 -7.27 9.50
H 2.71 -2.92 8.98
H 3.97 -3.92 8.38
H 2.42 -3.88 7.54
H 2.07 -5.66 11.21
C -1.52 14.29 -2.69
N -2.85 14.01 -2.09
C -2.79 13.26 -0.80
C -4.06 14.27 -2.61
O -5.13 14.12 -2.11
H -1.48 14.86 -3.62
H -0.92 13.39 -2.63
H -1.11 14.96 -1.93
H -2.10 13.84 -0.18
H -3.78 13.13 -0.36
H -2.47 12.24 -0.97
H -3.97 14.70 -3.62
C 4.67 9.91 10.39
N 3.83 10.10 9.24
C 4.56 10.77 8.20
C 2.59 9.49 8.93
O 1.93 9.67 7.87
H 5.46 9.21 10.11
H 4.12 9.30 11.11
H 5.13 10.86 10.66
H 4.73 11.83 8.39
H 5.53 10.30 8.03
H 4.15 10.69 7.19
H 2.37 8.81 9.77
C 7.51 0.38 -7.19
N 7.60 0.91 -5.87
C 6.39 1.03 -5.06
C 8.74 1.39 -5.37
O 9.02 1.60 -4.16
H 6.96 -0.55 -7.27
H 8.36 0.24 -7.86
H 6.87 1.06 -7.75
H 6.64 1.18 -4.01
H 5.59 1.66 -5.43
H 6.03 0.01 -4.90
H 9.54 1.40 -6.13
C 0.60 -5.02 -8.97
N 0.46 -3.92 -8.05
C 0.38 -4.42 -6.66
C 0.54 -2.62 -8.43
O 0.70 -1.68 -7.65
H 1.54 -5.51 -8.73
H 0.72 -4.90 -10.05
H -0.22 -5.72 -8.80
H -0.49 -5.04 -6.45
H 1.29 -4.94 -6.37
H 0.44 -3.53 -6.04
H 0.75 -2.53 -9.51
C -6.08 2.06 8.45
N -4.97 2.88 8.56
C -4.85 3.99 7.63
C -3.81 2.45 9.12
O -2.73 3.11 9.30
H -6.09 1.53 7.49
H -7.02 2.58 8.65
H -6.02 1.44 9.34
H -5.74 4.60 7.50
H -4.08 4.72 7.89
H -4.83 3.71 6.58
H -3.92 1.46 9.58

E_LUMO   0.002 Ha
HOMO-LUMO gap   9.24 eV
Total charge   0
Spin multiplicity   1
SMILES   COCCOCCOC.COCCOCCOC.COCCOCCOC.COCCOCCOC.CN(C)C=O.CN(C)C=O.CN(C)C=O.CN(C)C=O.CN(C)C=O.CN(C)C=O.CN(C)C=O.CN(C)C=O
Strongest force on any atom   4.53 eV/Å



A 8-piece molecular cluster, C48H112O9P overall at a distorted geometry, computed with wB97M-V/def2-TZVPD.

CARTESIAN COORDINATES (ANGSTROEM)
C 2.21 -2.03 3.33
C 3.20 -0.74 2.93
C 4.74 -1.21 2.61
C 5.59 -0.21 1.63
C 4.95 0.00 0.14
C 4.44 -1.36 -0.61
C 3.13 -0.91 -1.55
C 1.74 -1.31 -0.74
C 0.91 -2.51 -1.56
C -0.65 -2.00 -1.85
C -1.62 -2.67 -0.70
C -3.11 -1.91 -0.73
C -3.09 -0.45 0.06
C -2.80 -0.72 1.66
C -1.30 -0.07 1.98
C -1.22 0.21 3.62
P -1.83 2.03 3.91
C -0.36 3.25 3.85
C -0.03 3.79 2.31
O 1.45 3.99 2.27
C 1.91 4.28 0.90
C 2.43 5.82 0.57
O 1.96 3.35 -0.09
H 1.50 -1.77 4.25
H 1.54 -2.37 2.41
H 2.91 -2.89 3.71
H 3.21 -0.05 3.90
H 2.66 -0.19 2.05
H 4.76 -2.31 2.18
H 5.33 -1.25 3.65
H 5.65 0.86 2.14
H 6.71 -0.59 1.58
H 5.83 0.44 -0.54
H 4.13 0.87 0.16
H 4.04 -2.20 0.10
H 5.22 -1.86 -1.33
H 3.16 -1.45 -2.62
H 3.18 0.27 -1.73
H 1.93 -1.70 0.35
H 1.10 -0.33 -0.64
H 0.81 -3.41 -0.81
H 1.45 -2.80 -2.57
H -0.92 -2.35 -2.94
H -0.75 -0.83 -1.84
H -1.12 -2.62 0.38
H -1.73 -3.81 -0.99
H -3.90 -2.63 -0.21
H -3.43 -1.77 -1.85
H -2.24 0.21 -0.44
H -4.13 0.08 -0.08
H -2.75 -1.88 1.86
H -3.65 -0.27 2.35
H -0.49 -0.84 1.62
H -1.18 0.92 1.38
H -2.01 -0.48 4.18
H -0.15 0.02 4.06
H -2.76 2.45 2.86
H -2.49 2.05 5.20
H 0.62 2.72 4.21
H -0.65 4.17 4.52
H -0.55 4.84 2.21
H -0.36 3.02 1.48
H 3.36 6.11 1.22
H 1.58 6.61 0.75
H 2.71 5.86 -0.58
C -6.58 4.08 7.81
C -5.73 4.47 6.62
O -5.21 3.34 5.91
C -6.18 2.47 5.32
C -7.03 3.15 4.26
H -6.06 3.37 8.45
H -6.83 4.97 8.40
H -7.52 3.62 7.50
H -4.86 5.03 6.97
H -6.27 5.13 5.94
H -6.79 2.00 6.09
H -5.61 1.66 4.84
H -7.70 3.89 4.71
H -7.65 2.41 3.74
H -6.41 3.67 3.53
C -6.71 -6.29 0.73
C -6.58 -4.88 0.17
O -5.47 -4.72 -0.71
C -5.50 -5.51 -1.90
C -6.67 -5.19 -2.81
H -5.76 -6.63 1.15
H -7.48 -6.32 1.51
H -6.99 -7.00 -0.05
H -6.41 -4.19 1.01
H -7.50 -4.55 -0.31
H -5.46 -6.57 -1.66
H -4.57 -5.28 -2.44
H -7.62 -5.51 -2.35
H -6.57 -5.71 -3.76
H -6.74 -4.12 -2.99
C 5.10 4.76 3.36
C 5.73 5.14 4.69
O 7.09 5.52 4.58
C 7.38 6.67 3.78
C 6.73 7.94 4.31
H 5.72 4.02 2.84
H 4.10 4.34 3.51
H 5.01 5.63 2.70
H 5.70 4.27 5.35
H 5.15 5.93 5.19
H 7.10 6.49 2.74
H 8.46 6.80 3.80
H 5.65 7.91 4.21
H 7.09 8.81 3.75
H 6.96 8.08 5.37
C 4.07 1.08 -5.95
C 4.72 -0.14 -6.58
O 4.28 -1.37 -6.01
C 2.90 -1.68 -6.13
C 2.44 -1.82 -7.58
H 4.16 1.05 -4.86
H 4.53 2.00 -6.32
H 3.00 1.13 -6.18
H 5.80 -0.09 -6.41
H 4.57 -0.15 -7.66
H 2.29 -0.94 -5.60
H 2.74 -2.64 -5.62
H 2.47 -0.86 -8.10
H 1.41 -2.19 -7.62
H 3.09 -2.51 -8.12
C 4.22 -7.07 2.14
C 3.62 -5.68 2.05
O 3.00 -5.42 0.80
C 1.89 -6.25 0.44
C 0.72 -6.13 1.40
H 4.88 -7.26 1.28
H 4.81 -7.18 3.06
H 3.45 -7.85 2.14
H 4.42 -4.94 2.17
H 2.91 -5.51 2.87
H 2.22 -7.29 0.34
H 1.57 -5.92 -0.55
H 0.97 -6.55 2.38
H -0.15 -6.67 1.02
H 0.45 -5.08 1.56
C -7.66 7.89 3.43
C -7.22 7.11 2.21
O -8.02 5.95 1.97
C -9.40 6.17 1.71
C -9.65 6.98 0.45
H -7.75 7.24 4.31
H -6.94 8.69 3.66
H -8.64 8.36 3.28
H -6.20 6.75 2.37
H -7.20 7.74 1.32
H -9.89 6.62 2.57
H -9.85 5.18 1.57
H -9.31 8.02 0.57
H -10.71 7.00 0.21
H -9.10 6.56 -0.40
C 4.75 -6.33 -9.44
C 4.23 -5.90 -10.80
O 3.82 -4.54 -10.84
C 4.83 -3.56 -10.60
C 5.95 -3.59 -11.62
H 4.04 -6.06 -8.65
H 4.91 -7.41 -9.41
H 5.70 -5.84 -9.21
H 3.34 -6.50 -11.03
H 4.96 -6.11 -11.59
H 5.22 -3.66 -9.58
H 4.34 -2.59 -10.65
H 6.55 -4.51 -11.53
H 6.63 -2.74 -11.48
H 5.55 -3.56 -12.64

E_LUMO   -0.098 Ha
HOMO-LUMO gap   7.88 eV
Total charge   +1
Spin multiplicity   1
Strongest force on any atom   9.28 eV/Å